Record 1
C27H27Cl5FN7O4Ta | ωB97M-V with the def2-TZVPD basis set

```
72
Properties=species:S:1:pos:R:3:mulliken_charge:R:1
Ta -0.6106 -0.2398 0.0508 1.982
C 2.2898 -3.5448 -0.0379 -1.681
C 1.3201 -2.5205 -0.6195 0.980
N 0.2809 -2.0489 0.3405 0.575
C 0.0372 -2.9283 1.4916 -0.580
C -1.3377 -2.6438 2.0602 -1.160
N -1.7408 -1.2342 1.7909 -0.351
C -1.8157 -0.3244 2.9711 -0.843
C -0.5120 0.4248 3.1202 -0.744
N -0.2164 1.1083 1.8238 -0.865
C -0.9722 2.3908 1.6456 -0.751
C -0.7187 2.9716 0.2423 -0.949
N -0.1794 1.9011 -0.5905 0.145
C 0.5994 2.0914 -1.5868 0.516
C 0.9213 3.3933 -2.2285 -1.960
C 1.2671 0.8324 -1.9958 0.678
C 1.9789 0.5008 -3.0681 -0.996
C 3.3622 -1.6410 -4.2478 -0.572
C 3.4446 -1.2913 -1.4130 -1.321
C 2.0197 -1.2332 -1.0741 0.210
N 1.1456 -0.1251 -0.9614 0.039
H 2.7429 -3.1742 0.8820 0.429
H 3.0915 -3.7285 -0.7495 0.494
H 1.7955 -4.4950 0.1543 0.393
H 0.8197 -2.7806 2.2409 0.477
H 0.0688 -3.9772 1.2046 0.566
H -1.3836 -2.8564 3.1276 0.407
H -2.0699 -3.2781 1.5643 0.388
H -2.6835 -1.2654 1.4130 0.346
H -2.0552 -0.8821 3.8761 0.540
H -2.6342 0.3722 2.7917 0.365
H 0.3130 -0.2601 3.3233 0.393
H -0.5612 1.1463 3.9368 0.481
H 0.7795 1.3299 1.8127 0.346
H -0.6735 3.0997 2.4172 0.615
H -2.0268 2.1662 1.7745 0.275
H -0.0079 3.7972 0.2860 0.640
H -1.6530 3.3583 -0.1664 0.237
H 0.0876 4.0912 -2.1829 0.446
H 1.2143 3.2500 -3.2669 0.460
H 1.7742 3.8461 -1.7117 0.388
H 2.3943 0.9826 -3.9386 0.603
H 4.3424 -1.3159 -4.5567 0.601
H 4.2546 -0.6243 -1.1477 0.322
F -8.0311 1.0180 -3.8213 -0.236
C -7.0059 0.5170 -3.1796 0.193
C -5.8441 1.1687 -3.0920 -0.011
N -4.7881 0.5821 -2.3868 0.175
C -3.4207 1.0703 -2.2506 -1.458
C -2.7839 0.0699 -1.2624 1.675
O -1.6223 -0.5150 -1.6734 -0.698
O -2.6017 0.5044 -0.0031 -0.893
C -4.9105 -0.6056 -1.8169 0.402
O -3.8462 -1.0453 -1.2211 -0.408
N -6.0468 -1.2790 -1.8733 -0.126
C -7.2241 -0.8063 -2.5610 0.238
O -8.2111 -1.4610 -2.5882 -0.451
H -5.6721 2.1384 -3.5353 0.494
H -3.4083 2.0754 -1.8351 0.483
H -2.9046 1.0365 -3.2097 0.329
H -6.1232 -2.1863 -1.4260 0.251
Cl -1.4727 -4.3611 -1.0589 -0.175
C -0.3796 -3.8452 -2.2843 1.194
C 0.7525 -3.1112 -1.9667 -1.156
C 1.5261 -2.8308 -3.0735 -0.757
Cl 2.5674 -1.3026 -2.7893 0.192
C 1.2704 -3.1417 -4.3522 0.907
Cl 2.3742 -2.3563 -5.4657 0.027
C 0.1252 -3.8471 -4.6838 0.318
Cl -0.2072 -4.1971 -6.3266 -0.146
C -0.6932 -4.2114 -3.6280 0.193
Cl -2.1165 -5.0984 -3.9610 -0.120
```

Highest occupied orbital energy, eV: -16.03
LUMO, eV: -9.1
Spin multiplicity: 1
Frontier orbital gap, Ha: 0.2532
Charge: +3

---

Record 2
C27H27FN3O5PReS | ωB97M-V with the def2-TZVPD basis set

```
66
Properties=species:S:1:pos:R:3:mulliken_charge:R:1
Re -2.0169 -0.5424 -0.5421 1.065
O -3.9522 -1.3086 -1.1155 -0.345
C -3.5009 -1.8903 -0.1815 0.656
C -3.7145 -2.8895 0.7960 0.236
C -4.9469 -3.4727 1.1243 -0.726
C -4.9915 -4.3238 2.2139 -0.670
C -3.8437 -4.6057 2.9443 -0.679
C -2.6101 -4.0603 2.5973 -0.510
C -2.5385 -3.1963 1.5237 0.755
P -1.0533 -2.3306 0.8583 0.118
C -0.1690 -3.5691 -0.1417 0.954
C -0.8699 -4.5384 -0.8599 -0.691
C -0.1743 -5.4438 -1.6421 -0.759
C 1.2100 -5.3817 -1.7165 -0.604
C 1.9071 -4.4161 -1.0046 -0.978
C 1.2225 -3.4982 -0.2292 -0.219
C -0.0608 -2.0195 2.3397 1.106
C 0.6418 -3.0537 2.9593 -0.525
C 1.2397 -2.8198 4.1849 -0.844
C 1.1395 -1.5746 4.7883 -0.567
C 0.4706 -0.5383 4.1547 -0.751
C -0.1291 -0.7598 2.9283 -0.495
H -5.8419 -3.2324 0.5688 0.549
H -5.9311 -4.7605 2.5148 0.443
H -3.9129 -5.2506 3.8055 0.472
H -1.7350 -4.2830 3.1851 0.557
H -1.9482 -4.5945 -0.7894 0.389
H -0.7129 -6.1960 -2.1960 0.455
H 1.7500 -6.0920 -2.3198 0.442
H 2.9836 -4.3879 -1.0383 0.467
H 1.7575 -2.7464 0.3348 0.636
H 0.7313 -4.0231 2.4898 0.555
H 1.7817 -3.6120 4.6785 0.456
H 1.5847 -1.4077 5.7565 0.436
H 0.4094 0.4318 4.6223 0.452
H -0.6632 0.0272 2.4072 0.275
C 2.6186 8.1507 -2.5612 -1.284
C 2.7395 6.6708 -2.7836 -0.381
S 1.0437 5.9886 -2.5752 1.236
O 0.5550 6.3255 -1.2688 -0.674
O 0.2644 6.3185 -3.7222 -0.647
C 1.2182 4.1370 -2.5527 -0.843
C 1.4521 3.6763 -1.1234 -1.271
N 1.0451 2.2941 -0.9753 0.286
C -0.1124 1.8673 -0.4524 1.103
N -0.2186 0.5286 -0.5890 -0.282
C 0.9192 0.1004 -1.2076 -0.647
C 1.7134 1.1883 -1.4547 -0.039
N 3.0230 1.1827 -2.0443 1.095
O 3.4975 0.0932 -2.2256 -0.604
O 3.5275 2.2511 -2.2951 -0.607
C -1.0867 2.7321 0.2393 -1.640
H 3.5926 8.6295 -2.6672 0.370
H 2.2431 8.3565 -1.5624 0.364
H 1.9496 8.5972 -3.2922 0.365
H 3.3571 6.1752 -2.0418 0.340
H 3.0409 6.4145 -3.7940 0.398
H 2.0199 3.8593 -3.2289 0.558
H 0.2633 3.7830 -2.9371 0.413
H 0.8479 4.3003 -0.4608 0.601
H 2.5069 3.7646 -0.8509 0.346
H 1.1253 -0.9275 -1.4471 0.728
H -0.5836 3.4295 0.9050 0.591
H -1.7859 2.1256 0.8188 0.219
H -1.6720 3.3217 -0.4690 0.334
F -2.6169 1.0257 -1.3807 -0.538
```

Highest occupied orbital energy (spin up / spin down), eV: -14.58 / -14.58
LUMO (spin up / spin down), eV: -7.4 / -8.9
Spin multiplicity: 4
Frontier orbital gap (spin up / spin down), Ha: 0.2639 / 0.2101
Charge: +2

---

Record 3
C27H27N5O14V | ωB97M-V with the def2-TZVPD basis set

```
74
Properties=species:S:1:pos:R:3:mulliken_charge:R:1
O 0.2605 2.6852 3.8326 -0.647
V -0.2834 1.3861 4.5206 1.515
O 0.5701 0.8293 5.8075 -0.740
O -0.9051 0.1813 2.7741 -0.557
C -0.6539 0.4877 1.4156 0.357
C -1.4453 -0.3329 0.2579 1.009
O -2.8718 -0.4865 0.4187 -0.880
H 0.4180 0.6067 1.2578 0.113
H -1.0115 1.5165 1.3739 -0.176
H -0.8956 -1.2494 0.0434 -0.338
H -1.3563 0.2509 -0.6582 -0.552
C 1.9041 -2.0122 3.3913 -0.543
N 2.6931 -0.8569 3.7316 1.025
O 2.4004 0.1739 3.1597 -0.472
O 3.4744 -1.0021 4.6345 -0.624
H 2.0430 -2.1328 2.3169 0.039
H 0.8288 -1.8830 3.5148 0.272
H 2.4156 -2.8473 3.8697 0.376
C 0.1196 -5.9910 0.0179 -0.400
C -0.9142 -6.6920 0.6316 -0.641
C -1.7080 -6.0698 1.5955 -0.354
C -1.4328 -4.7943 2.0139 -0.151
C -0.4329 -4.0849 1.3481 0.483
C 0.4142 -4.6910 0.3749 -0.445
N -2.2460 -4.2537 3.1706 0.894
O -2.2067 -4.8957 4.2352 -0.572
O -2.7057 -3.1038 3.0437 -0.446
H 0.5368 -6.4833 -0.8481 0.357
H -1.2972 -7.6288 0.2545 0.327
H -2.5284 -6.6258 2.0246 0.365
H -0.2203 -3.0881 1.7051 0.190
H 1.1609 -4.1778 -0.2129 0.344
C 1.5813 3.0174 -3.0507 -0.589
C 1.5177 2.2830 -4.2259 -0.468
C 0.3229 1.6573 -4.5759 -0.318
C -0.8081 1.8339 -3.7829 -0.212
C -0.7372 2.5139 -2.5480 0.290
C 0.4828 3.1327 -2.1860 -0.751
N -1.9927 1.1148 -4.1535 1.040
O -2.1187 0.7036 -5.3209 -0.654
O -2.8082 0.9201 -3.2161 -0.496
H 2.4936 3.5490 -2.8234 0.402
H 2.3037 2.0890 -4.9408 0.389
H 0.3103 1.0728 -5.4840 0.453
H -1.6096 2.7167 -1.9445 0.336
H 0.4728 3.7809 -1.3222 0.494
C -2.0136 6.3811 -0.9756 -0.132
C -2.7761 5.6472 -1.9165 -0.564
C -3.4141 4.4829 -1.4549 0.066
C -3.1340 3.9304 -0.1878 -0.145
C -2.1851 4.6892 0.6257 -0.089
C -1.8163 6.0170 0.3527 -0.985
N -3.7034 2.6676 0.2403 0.953
O -3.6166 2.3744 1.4919 -0.539
O -4.3492 1.9260 -0.5033 -0.490
H -1.5651 7.2512 -1.4318 0.321
H -2.7361 5.8805 -2.9702 0.408
H -4.0505 4.0286 -2.1999 0.322
H -1.9595 4.2895 1.6034 0.464
H -1.2803 6.7696 0.9120 0.359
C 4.7369 -0.9610 0.5348 -0.322
C 3.6893 -0.0100 0.2537 -0.576
C 2.6582 -0.3219 -0.5853 0.230
C 2.5397 -1.5856 -1.1668 -0.451
C 3.5623 -2.5111 -0.8943 0.002
C 4.7013 -2.2093 -0.1216 -0.779
N 1.3711 -1.9171 -2.0722 1.050
O 1.4301 -2.9785 -2.6623 -0.588
O 0.4970 -1.0488 -2.3067 -0.524
H 5.4759 -0.8086 1.3075 0.426
H 3.6128 0.9222 0.7937 0.327
H 1.8789 0.3829 -0.8349 0.371
H 3.4311 -3.4786 -1.3561 0.465
H 5.4798 -2.9294 0.0825 0.377
```

Highest occupied orbital energy, eV: -2.64
LUMO, eV: 0.6
Spin multiplicity: 1
Frontier orbital gap, Ha: 0.1174
Charge: -1

---

Record 4
C27H27N8O3PRu | ωB97M-V with the def2-TZVPD basis set

```
67
Properties=species:S:1:pos:R:3:mulliken_charge:R:1
Ru 0.7523 -0.3459 -0.3458 0.363
C -1.0556 1.4166 4.5036 -0.814
N -0.3067 0.6398 3.5228 0.131
C 0.4548 -0.4605 3.8027 -0.631
C 0.9894 -0.8788 2.6210 -1.011
N 0.5582 -0.0376 1.6404 1.473
C -0.2310 0.8739 2.1917 -0.204
P -0.9674 2.3255 1.3673 -0.254
C -1.9556 1.6260 0.0098 0.194
N -1.4659 1.0784 -1.0895 0.077
C -2.5370 0.7638 -1.8668 -0.976
C -3.6920 1.1272 -1.2281 -0.150
N -3.3166 1.6765 -0.0373 0.275
C -4.2156 2.1918 0.9833 -0.906
C 0.4956 2.6453 0.3476 -0.369
N 1.1710 1.7005 -0.2853 1.088
C 2.1443 2.3133 -1.0210 -1.085
C 2.0480 3.6587 -0.8265 -0.526
N 1.0087 3.8558 0.0417 0.184
C 0.5134 5.1482 0.4975 -0.836
H -0.9424 0.9389 5.4721 0.333
H -0.6717 2.4328 4.5593 0.334
H -2.1115 1.4388 4.2433 0.291
H 0.5488 -0.8500 4.8008 0.462
H 1.6316 -1.7152 2.4084 0.592
H -2.4278 0.2814 -2.8235 0.474
H -4.7269 1.0409 -1.5107 0.489
H -5.2289 2.1707 0.5928 0.345
H -4.1755 1.5738 1.8797 0.318
H -3.9570 3.2184 1.2363 0.351
H 2.8385 1.7560 -1.6245 0.648
H 2.6256 4.4764 -1.2195 0.468
H 1.2434 5.9077 0.2339 0.331
H -0.4348 5.3841 0.0178 0.311
H 0.3858 5.1400 1.5773 0.351
C 4.8871 0.6997 0.8899 -0.537
O 5.5484 -0.1974 0.0069 -0.506
C 4.9210 -0.9019 -0.9740 0.334
C 5.7833 -1.5067 -1.8732 -0.563
C 5.3264 -2.3050 -2.9145 -0.761
C 3.9776 -2.5187 -3.0503 -0.979
C 3.0710 -1.9274 -2.1544 0.528
C 1.6967 -2.3276 -2.2958 -0.343
N 0.7426 -2.0557 -1.4571 0.240
N -0.4811 -2.6799 -1.6568 -0.949
C -1.3361 -2.2051 -0.8021 0.260
O -1.0393 -1.2705 0.0444 -0.628
C -2.7143 -2.7460 -0.7708 0.523
C -3.6514 -2.1812 0.0889 -0.223
C -4.9493 -2.6663 0.1198 -0.808
C -5.3167 -3.7173 -0.7091 -0.401
C -4.3824 -4.2846 -1.5658 -0.678
C -3.0841 -3.8033 -1.5981 -0.305
C 3.5249 -1.0770 -1.1218 0.955
O 2.7108 -0.4206 -0.3090 -0.763
H 4.1984 0.1827 1.5554 0.173
H 4.3478 1.4762 0.3474 0.204
H 5.6871 1.1541 1.4702 0.371
H 6.8417 -1.3303 -1.7323 0.463
H 6.0318 -2.7560 -3.5976 0.397
H 3.5939 -3.1603 -3.8331 0.389
H 1.4425 -2.9483 -3.1520 0.402
H -3.3476 -1.3650 0.7313 0.398
H -5.6759 -2.2301 0.7935 0.403
H -6.3292 -4.0983 -0.6846 0.402
H -4.6670 -5.1068 -2.2088 0.406
H -2.3482 -4.2384 -2.2596 0.476
```

Highest occupied orbital energy (spin up / spin down), eV: -9.90 / -10.13
LUMO (spin up / spin down), eV: -2.9 / -2.8
Spin multiplicity: 2
Frontier orbital gap (spin up / spin down), Ha: 0.2577 / 0.2684
Charge: +1

---

| no. | F_max (eV/A) |
| --- | --- |
| 1 | 3.064 |
| 2 | 2.884 |
| 3 | 4.739 |
| 4 | 0.443 |